Molecular formula: C3H4CuLiO5
Method: DFT, wB97M-V/def2-TZVPD

ORCA input file:
```
! RIJCOSX wB97M-V def2-TZVPD def2/J DEFGRID3
* xyz 0 3
O 0.238 1.375 2.508
C 0.644 0.494 1.513
C 1.293 1.007 0.393
O 1.765 0.338 -0.595
H 0.830 1.310 3.264
H 0.924 -0.512 1.857
H 1.190 2.096 0.239
Cu 1.391 -1.245 -1.377
O -1.515 0.303 -0.492
C -1.518 -0.680 -1.340
O -0.440 -1.380 -1.530
O -2.554 -0.987 -1.972
Li -1.564 -2.444 -2.789
H -0.683 0.325 0.319
*
```

Its total energy is -2140.8537 hartree. Its expectation value of S² is 2.004.

Molecular formula: C3H4ErLiO4
Method: DFT, wB97M-V/def2-TZVPD

ORCA input file:
```
! RIJCOSX wB97M-V def2-TZVPD def2/J DEFGRID3
* xyz 2 4
H -2.464 0.866 1.196
C -1.722 0.532 0.458
C -2.352 -0.265 -0.613
O -1.732 -0.967 0.456
H -3.438 -0.385 -0.643
H -1.856 -0.375 -1.584
O 1.276 -0.566 0.100
C 2.343 0.084 0.309
O 3.491 -0.412 -0.070
Li -0.057 -1.832 0.375
H 3.967 0.474 -0.378
Er 0.268 1.497 0.296
O 2.275 1.349 0.098
*
```

For the energy relative to the best compared isomer or geometry (same formula, charge and spin), the calculation gives 0.0 kcal per mole. Its total energy is -1439.6265 hartree. Its expectation value of S² is 3.752.

Molecular formula: C3H4F18NaO3P3
Method: DFT, wB97M-V/def2-TZVPD

ORCA input file:
```
! RIJCOSX wB97M-V def2-TZVPD def2/J DEFGRID3
* xyz -2 1
Na 4.310 16.672 -19.193
P 2.612 14.822 -16.674
F 1.221 14.395 -15.958
F 3.244 15.200 -15.236
F 3.178 13.309 -16.504
F 4.026 15.241 -17.393
F 2.016 14.428 -18.122
F 2.084 16.326 -16.848
P 2.480 18.930 -20.093
F 1.352 19.626 -19.176
F 1.477 18.858 -21.355
F 3.000 20.372 -20.597
F 3.676 18.195 -20.928
F 3.523 18.988 -18.837
F 1.969 17.455 -19.643
P 7.473 16.815 -18.622
F 8.001 18.280 -19.067
F 6.560 16.753 -19.994
F 8.750 16.174 -19.389
F 6.954 15.343 -18.262
F 8.301 16.891 -17.252
F 6.200 17.512 -17.893
C 6.798 13.698 -22.297
C 5.710 13.180 -23.245
O 4.529 13.821 -22.754
C 4.772 14.325 -21.520
O 3.988 14.890 -20.848
O 6.056 14.091 -21.155
H 7.263 14.594 -22.708
H 7.522 12.934 -22.032
H 5.545 12.105 -23.198
H 5.905 13.506 -24.265
*
```

Its total energy is -3327.3212 hartree.

Molecular formula: C3H4F2
Method: DFT, wB97M-V/def2-TZVPD

ORCA input file:
```
! RIJCOSX wB97M-V def2-TZVPD def2/J DEFGRID3
* xyz 0 1
C -1.179 -0.049 -0.035
C 0.244 0.258 -0.029
C 1.390 -0.411 0.035
H -1.638 0.298 0.893
H -1.773 0.547 -0.731
H -1.472 -1.146 -0.167
H 1.451 -1.465 0.067
F 0.451 1.634 0.009
F 2.527 0.333 -0.043
*
```

For the energy relative to the best compared isomer or geometry (same formula, charge and spin), the calculation gives 13.0 kcal per mole. Its total energy is -316.3951 hartree. As for the SMILES: C/C(F)=C/F.

Molecular formula: C3H4F2IN
Method: DFT, wB97M-V/def2-TZVPD

ORCA input file:
```
! RIJCOSX wB97M-V def2-TZVPD def2/J DEFGRID3
* xyz 0 1
C 0.405 -0.139 0.507
C 0.981 1.067 -0.012
C -1.202 -0.608 -0.441
N 0.723 -0.904 1.429
F -2.250 0.270 -0.100
F -1.475 -1.887 -0.140
I -0.937 -0.324 -2.604
H 1.140 1.035 -1.014
H 0.535 1.925 0.370
H 2.004 1.214 0.428
H 0.075 -1.649 1.576
*
```

For the energy relative to the best compared isomer or geometry (same formula, charge and spin), the calculation gives 34.7 kcal per mole. Its total energy is -668.8251 hartree.

Molecular formula: C3H4F2N2O
Method: DFT, wB97M-V/def2-TZVPD

ORCA input file:
```
! RIJCOSX wB97M-V def2-TZVPD def2/J DEFGRID3
* xyz 0 1
C 0.443 0.715 0.246
C 0.797 -0.617 -0.230
C -0.075 -1.185 -1.088
H -2.174 -0.322 1.232
H -1.220 2.233 0.557
H 1.949 2.016 -0.218
H 0.190 -1.888 -1.839
N -0.961 0.958 0.621
N 1.054 1.844 0.385
O -1.543 0.220 1.681
F 2.131 -0.838 -0.429
F -1.468 -1.039 -1.104
*
```

For the energy relative to the best compared isomer or geometry (same formula, charge and spin), the calculation gives 114.3 kcal per mole. Its total energy is -501.0092 hartree.